This record from the Open Molecules 2025 dataset describes a cluster of 40 separate species, H80O40 in total in a non-equilibrium geometry. The level of theory is ωB97M-V with the def2-TZVPD basis set.

XYZ file:
```
120
Properties=species:S:1:pos:R:3:forces:R:3
H -1.993385 3.856420 -1.098867 -0.575 -0.885 0.065
H -3.465272 3.588234 -0.928360 -0.353 0.011 0.171
O -2.656811 3.126251 -1.153562 0.790 0.831 -0.335
H 2.334205 1.450032 0.120061 -0.204 -0.262 1.382
H 3.066654 1.837361 1.402744 -1.417 -0.516 0.032
O 2.213807 1.396058 1.109744 2.067 1.046 -1.151
H 3.275414 -0.872779 0.309161 -1.326 0.059 -1.399
H 3.430188 -0.860746 -1.253760 -1.640 -0.895 2.119
O 2.726153 -1.061492 -0.510215 2.438 1.147 -0.731
H -0.001519 4.358136 -0.732042 1.988 -2.846 -1.235
H 0.979383 3.997217 -1.821254 3.198 2.611 -4.115
O 0.538024 3.551642 -1.201163 -4.895 0.397 5.221
H 1.507374 -4.380777 3.636824 0.261 0.131 -0.118
H 1.459023 -2.910137 3.485815 -1.651 2.381 0.170
O 2.049456 -3.610673 3.410661 1.290 -2.424 -0.115
H -3.085531 1.628548 -5.080568 0.275 0.102 -0.961
O -3.505329 0.828518 -5.440730 0.424 1.099 -0.070
H 4.115430 -1.467203 3.590334 0.494 -0.299 -1.030
O 3.783254 -1.243689 4.439972 -1.714 1.940 -0.200
H -1.061827 -1.785317 -4.836073 -0.135 -0.884 0.365
H -0.311482 -2.653685 -5.997669 -0.119 -2.518 0.140
O -0.573881 -1.847114 -5.653482 -2.684 3.519 -1.179
H 1.411615 -0.124980 -2.101042 -0.008 -0.379 1.126
H 1.367530 0.820061 -3.163770 -1.806 1.842 -1.702
O 1.933727 0.167048 -2.850871 1.077 -1.932 0.231
H 1.134772 -1.315173 -4.774315 -0.341 0.419 -0.084
H 1.405558 -2.085833 -6.099771 0.469 0.794 2.144
O 1.586363 -2.081257 -5.110208 2.029 0.010 -2.520
H -0.192076 -5.563808 0.718707 0.100 0.192 1.186
H 0.009643 -5.759108 -0.693886 1.968 2.134 1.815
O 0.435124 -5.190610 0.095526 -2.139 -2.841 -2.860
H 0.585965 0.633247 2.244020 1.412 0.282 1.664
O -0.038925 0.291473 1.657791 -1.906 0.048 -2.654
H -3.408935 -4.033564 -0.249678 1.287 2.085 -0.057
H -1.870914 -3.863967 -0.103651 -1.756 2.238 -0.053
O -2.727009 -3.270704 -0.130241 0.736 -4.207 -0.719
H 1.067830 -2.082405 -0.476798 -0.597 0.024 0.347
H 0.797283 -3.045588 0.608778 0.080 -0.588 0.508
O 0.314044 -2.508335 -0.009399 0.314 0.965 -0.852
H 6.297325 0.796554 1.349646 0.182 0.348 -1.538
H 5.892341 2.023910 2.244517 0.098 1.226 -0.536
O 6.001765 1.097414 2.183425 -0.399 -1.690 2.905
H -2.921986 5.366600 3.336418 0.681 -0.079 0.239
H -3.114730 5.500792 1.811542 1.039 -0.231 -0.923
O -3.559940 5.437066 2.640123 -1.980 0.155 0.917
H -1.751708 3.093275 -3.435899 -0.089 2.065 0.902
H -2.281685 1.737845 -3.178546 -0.498 -0.568 1.070
O -1.667407 2.213625 -3.715077 0.537 -1.190 -1.385
H 0.481385 3.190890 1.617655 0.050 1.737 -0.016
H 0.897058 4.409845 2.380684 1.476 1.040 2.391
O 0.379840 4.199590 1.661190 -0.586 -3.351 -2.463
H -4.108746 -0.936229 -1.822430 0.046 0.015 1.282
O -3.948937 -0.662246 -2.704689 0.935 0.409 -1.986
H 3.569021 -0.549673 -2.843689 2.404 -2.688 -1.358
H 4.032518 -2.108272 -3.142824 -1.002 -0.764 -0.479
O 4.371260 -1.246591 -2.952234 -1.438 3.471 1.149
H -5.468030 -1.376312 -0.195979 -1.498 -0.117 -0.673
O -5.049952 -1.517746 0.641362 1.614 0.463 -0.392
H 2.702319 1.519095 -2.889763 2.448 1.261 -1.110
H 3.886121 2.308129 -3.887564 -0.857 -0.813 0.243
O 3.385386 2.253634 -3.059897 -0.405 0.348 1.097
H -0.690777 1.213879 4.995196 -0.517 2.244 -2.545
H -1.449261 2.465684 4.202240 -0.373 -0.199 0.329
O -0.643996 1.950114 4.243267 -0.977 -4.374 2.526
H 4.412061 3.573784 1.518267 -1.242 0.063 0.018
H 4.223308 3.912373 2.918564 -0.738 -0.096 0.199
O 3.657642 3.628999 2.170210 2.006 0.265 -0.158
H -3.385729 -2.897992 1.408516 0.698 0.134 -0.820
H -4.166811 -3.371843 2.540833 0.282 0.032 0.488
O -3.280510 -3.026558 2.351032 -1.584 -0.558 1.131
H -0.205708 -1.405999 5.725799 1.599 1.130 0.097
H 1.372831 -1.221399 5.726237 0.310 -0.316 0.076
O 0.550316 -0.812761 5.462497 -1.761 -0.339 0.147
H -1.070544 5.726881 1.262798 -0.413 -0.131 -0.608
H -1.108813 4.283249 0.974246 -1.333 1.567 -0.188
O -1.628243 5.124620 0.729289 0.733 -0.659 0.043
H 0.733711 1.497115 -0.917244 0.698 2.252 -1.281
H 0.200428 0.630966 -0.090587 -1.019 -1.622 1.725
O 0.145546 0.775366 -1.040662 -0.396 -0.911 -0.039
H -1.476081 -2.708493 2.792603 -1.776 -3.010 -0.786
H -1.818785 -1.372211 3.430865 0.391 -0.434 -0.632
O -1.110428 -1.908352 3.005383 1.775 4.063 1.301
H -4.291107 0.502448 3.603900 -0.517 0.966 -0.363
H -4.111126 -0.884100 3.061941 -0.880 -1.522 -1.705
O -3.777794 -0.285243 3.678595 1.832 0.076 2.188
H -5.349827 2.485272 2.163267 0.609 0.845 0.515
H -5.812055 1.192653 1.851649 -0.678 -1.556 -0.772
O -5.286573 1.597308 2.516763 -0.096 0.981 0.172
H -0.598694 -0.479233 -2.404699 1.027 0.606 1.646
O -0.888512 -0.566861 -3.284360 -0.433 1.490 -3.578
H -0.061366 2.030003 -6.231815 -0.650 0.127 0.037
H -0.246613 1.907902 -4.598902 0.790 0.194 -2.653
O 0.346451 1.733032 -5.423570 0.003 -0.273 2.529
H -2.974223 -0.489562 -2.716294 -0.952 -0.418 -0.036
H -3.748167 0.498085 -4.590169 -0.905 -1.366 0.827
H -4.162066 -1.242103 0.291164 -0.585 -0.223 1.055
H 4.188343 -1.796738 5.054370 1.158 -1.546 1.391
H -0.417912 -0.555520 1.888334 0.243 -0.459 0.782
H -0.535465 0.231242 -3.850311 -1.070 -2.312 1.764
O 4.960998 -2.249361 0.070036 1.651 0.179 1.282
H 4.404896 -2.551791 -0.613293 -0.842 -0.563 -1.597
H 4.352052 -2.235308 0.802707 0.004 -0.245 0.664
O 0.835166 3.507796 4.241557 2.683 4.055 -2.099
H 1.626187 3.634306 3.633226 -0.800 -0.902 1.949
H 0.920980 2.777943 4.816737 0.601 -1.196 0.380
O -2.626935 -0.340381 -0.466831 0.115 0.449 -0.564
H -1.762384 -0.267282 -0.909446 -0.371 0.299 0.409
H -2.427249 -0.871635 0.288146 0.737 -0.542 1.022
O 2.627574 -3.969255 -4.215178 2.481 0.754 -3.120
H 1.932892 -4.453183 -3.900592 -2.738 -2.100 1.859
H 2.256621 -3.738757 -5.131120 1.263 -0.042 2.385
O 5.932730 1.244378 -0.355582 0.134 0.104 0.680
H 5.201159 1.649124 -0.799331 -0.847 0.425 -0.551
H 6.496950 0.927149 -1.036176 0.689 -0.519 -1.078
O -1.314744 -3.419786 5.282849 1.249 0.181 0.448
H -0.762015 -2.647292 5.013611 -1.071 -1.189 -0.432
H -2.228430 -3.147092 5.275969 -0.333 0.388 -0.177
O -4.120628 -3.796367 -2.401926 -2.262 -2.038 -1.554
H -3.721734 -2.969884 -2.261368 0.909 1.904 0.047
H -4.775676 -3.681828 -3.149941 1.303 0.006 1.344
```
Positions in Å, forces in eV/Å.

## Properties
LUMO (alpha / beta): 0.056 / 0.056 Eh
spin multiplicity: 2
HOMO-LUMO gap (alpha / beta): 1.619 / 9.288 eV
strongest force on any atom: 7.2 eV/Å
total charge: -1
E: -83193.1408 eV
ΔE to the lowest compared entry with this formula, charge and spin: 685.2 kJ/mol